[1]
Entry from the Open Molecules 2025 dataset: CH2ClN2O4S as an isolated structure in a non-equilibrium geometry (ωB97M-V/def2-TZVPD).

Each line ends with the natural charge from an NBO analysis.
Cartesian coordinates (Å):
C  -2.466411  -0.013256  0.494675  0.8608
N  -2.281045  -0.669850  -0.525816  -0.8054
N  0.889952  1.275097  -0.612239  -0.9873
O  2.588898  -0.511437  -0.567312  -0.9785
O  -2.882682  0.591044  1.418910  -0.5677
O  0.233079  -0.837336  -1.459516  -0.9730
O  0.796880  -0.747109  0.999391  -0.9309
S  1.183128  -0.235350  -0.577938  2.4480
Cl  2.023449  2.111568  0.418103  -0.0091
H  1.337157  -0.175637  1.541698  0.4787
H  -1.422410  -0.787733  -1.129955  0.4644

Cartesian forces (eV/Å) of the 2 atoms listed first:
-0.3 -0.8 -1.9
0.1 1.0 1.4

Calculated values
E_LUMO (eV): 3.560
Energy relative to the best compared isomer or geometry (same formula, charge and spin) (kJ/mol): 83.3
HOMO level (eV): -4.939
Total charge: -1

***

[2]
Entry from the Open Molecules 2025 dataset: one molecule with the formula CH2ClNO2 in a non-equilibrium geometry (ωB97M-V/def2-TZVPD).

Each line ends with the natural charge from an NBO analysis.
Cartesian coordinates (Å):
O  0.336949  1.735240  -0.248649  -0.3140
N  -0.334311  0.747830  -0.225385  0.5113
O  -1.561147  0.703646  -0.456483  -0.4080
C  0.214632  -0.577325  0.191237  -0.3171
Cl  1.973468  -0.553987  0.513095  0.0227
H  -0.495344  -0.886309  0.933198  0.2521
H  -0.134247  -1.169096  -0.707014  0.2530

Cartesian forces (eV/Å) of the 2 atoms listed first:
0.4 0.1 -0.2
-2.2 0.8 0.3

Calculated values
E_LUMO (eV): -0.081
Energy relative to the best compared isomer or geometry (same formula, charge and spin) (kJ/mol): 271.4
HOMO level (eV): -11.464
SMILES: O=[N+]([O-])CCl

***

[3]
Entry from the Open Molecules 2025 dataset: a 2-piece molecular cluster, CH2ClNO2S overall in a non-equilibrium geometry (ωB97M-V/def2-TZVPD).

Each line ends with the natural charge from an NBO analysis.
Cartesian coordinates (Å):
N  -0.628657  -1.461245  -0.473313  -0.7599
C  -0.215955  -0.339819  -0.244959  0.8680
O  0.127508  0.652026  0.232152  -0.5363
H  -0.586122  -2.030797  -1.302057  0.4288
O  2.738022  1.593227  -0.486956  -0.8418
S  3.135007  0.849201  0.755645  0.6403
Cl  3.256606  -1.095195  -0.162141  -0.2975
H  1.844683  1.401133  -0.738838  0.4984

Cartesian forces (eV/Å) of the 2 atoms listed first:
0.2 1.0 -0.1
-0.8 -2.9 0.0

Calculated values
E_LUMO (eV): -0.101
Energy relative to the best compared isomer or geometry (same formula, charge and spin) (kJ/mol): 102.9
HOMO level (eV): -8.899
SMILES: N=C=O.OSCl

***

[4]
Entry from the Open Molecules 2025 dataset: one molecule with the formula CH2ClNO3 in a non-equilibrium geometry (ωB97M-V/def2-TZVPD).

Each line ends with the natural charge from an NBO analysis.
Cartesian coordinates (Å):
O  -0.383532  -0.862256  2.878468  -0.1619
N  0.573066  -0.903913  2.208869  0.4156
O  0.516826  0.101889  1.104726  -0.2358
O  -0.442530  -0.365860  0.049185  -0.2741
C  -0.097594  0.333747  -1.087038  -0.0918
Cl  -1.073503  0.153444  -2.553934  -0.0287
H  0.014186  1.433419  -1.085250  0.1957
H  0.893081  0.109530  -1.515026  0.1810

Cartesian forces (eV/Å) of the 2 atoms listed first:
1.7 -0.2 -1.6
-1.9 0.0 1.4

Calculated values
E_LUMO (eV): -1.533
Energy relative to the best compared isomer or geometry (same formula, charge and spin) (kJ/mol): 219.0
HOMO level (eV): -10.422
SMILES: O=NOOCCl

***

[5]
Entry from the Open Molecules 2025 dataset: one molecule with the formula CH2ClNOS2 in a non-equilibrium geometry (ωB97M-V/def2-TZVPD).

Each line ends with the natural charge from an NBO analysis.
Cartesian coordinates (Å):
O  -1.262664  1.793958  0.166547  -0.4937
C  -0.264431  1.235383  -0.120560  0.6631
Cl  1.350092  2.043063  -0.076241  -0.0480
N  -0.207251  -0.250567  -0.405512  -0.7600
S  -1.347942  -1.211481  0.417366  0.2629
S  1.448723  -1.008978  -0.305184  0.1945
H  -1.008637  -0.826886  1.605119  0.0828
H  1.292109  -1.774493  -1.281536  0.0984

Cartesian forces (eV/Å) of the 2 atoms listed first:
0.5 -0.1 -0.4
0.3 -2.2 0.3

Calculated values
E_LUMO (eV): 0.075
Energy relative to the best compared isomer or geometry (same formula, charge and spin) (kJ/mol): 37.0
HOMO level (eV): -9.339
SMILES: O=C(Cl)N(S)S

***

[6]
Entry from the Open Molecules 2025 dataset: an isolated ion of composition CH2ClO2S2 and charge -1 in a non-equilibrium geometry (ωB97M-V/def2-TZVPD).

Each line ends with the natural charge from an NBO analysis.
Cartesian coordinates (Å):
C  2.101654  0.101217  -0.520264  -0.7136
O  -0.980323  -0.369494  1.591894  -0.9492
O  -2.062525  1.408372  0.288144  -0.9551
S  -2.654184  -1.269462  -0.604793  -0.5902
S  -1.507787  0.061632  0.305230  1.7338
Cl  0.516452  0.550189  -0.960681  0.1342
H  2.366753  0.499397  0.455220  0.1708
H  2.219961  -0.981850  -0.554750  0.1692

Cartesian forces (eV/Å) of the 2 atoms listed first:
-0.2 -0.4 0.4
0.2 -0.1 -0.4

Calculated values
E_LUMO (alpha / beta) (eV): 3.116 / 2.885
Energy relative to the best compared isomer or geometry (same formula, charge and spin) (kJ/mol): 239.0
HOMO level (alpha / beta) (eV): -4.223 / -3.310
Total charge: -1

***

[7]
Entry from the Open Molecules 2025 dataset: a 2-piece molecular cluster, CH2ClO3S overall in a non-equilibrium geometry (ωB97M-V/def2-TZVPD).

Each line ends with the natural charge from an NBO analysis.
Cartesian coordinates (Å):
C  0.330605  -1.518410  0.222832  -0.4959
O  0.901510  2.342861  -0.864167  -0.9751
O  -1.084218  1.098524  -1.558811  -0.9853
O  -0.900272  1.851341  0.812430  -0.9638
S  -0.239806  1.522119  -0.436546  2.1350
Cl  0.690433  -1.270106  1.864017  -0.0497
H  -0.705002  -1.690376  0.013416  0.1763
H  1.006751  -2.335952  -0.053172  0.1585

Cartesian forces (eV/Å) of the 2 atoms listed first:
0.7 -0.7 -0.3
-0.4 0.1 0.5

Calculated values
E_LUMO (alpha / beta) (eV): 3.329 / 3.589
Energy relative to the best compared isomer or geometry (same formula, charge and spin) (kJ/mol): 249.0
HOMO level (alpha / beta) (eV): -3.005 / -4.862
Total charge: -1

***

[8]
Entry from the Open Molecules 2025 dataset: one molecule with the formula CH2ClP in a non-equilibrium geometry (ωB97M-V/def2-TZVPD).

Each line ends with the natural charge from an NBO analysis.
Cartesian coordinates (Å):
C  0.718660  -0.084838  -0.007778  -0.8045
P  -0.879095  -0.708272  -0.050075  0.6934
Cl  -2.307422  0.786377  0.086653  -0.3124
H  1.420195  -0.832749  0.121612  0.2178
H  1.047661  0.839482  -0.150414  0.2057

Cartesian forces (eV/Å) of the 2 atoms listed first:
-5.2 -2.9 0.0
2.1 0.4 0.5

Calculated values
E_LUMO (eV): -0.244
Energy relative to the best compared isomer or geometry (same formula, charge and spin) (kJ/mol): 10.0
HOMO level (eV): -9.661
SMILES: C=PCl

***

[9]
Entry from the Open Molecules 2025 dataset: CH2F2IP as an isolated structure in a non-equilibrium geometry (ωB97M-V/def2-TZVPD).

Each line ends with the natural charge from an NBO analysis.
Cartesian coordinates (Å):
C  0.718331  -0.081834  -0.251546  0.4209
F  1.017800  0.910108  0.616946  -0.3628
F  0.709508  0.497308  -1.488890  -0.3662
P  -1.576294  -0.563400  0.326476  0.1668
I  2.094876  -1.692901  -0.164635  0.1341
H  -1.816029  0.663339  -0.536433  0.0031
H  -1.148190  0.267381  1.498082  0.0041

Cartesian forces (eV/Å) of the 2 atoms listed first:
-2.9 0.5 0.1
0.3 -0.6 -0.3

Calculated values
E_LUMO (eV): -0.771
Energy relative to the best compared isomer or geometry (same formula, charge and spin) (kJ/mol): 118.3
HOMO level (eV): -9.538

***

[10]
Entry from the Open Molecules 2025 dataset: a 2-piece molecular cluster, CH2F2N2 overall in a non-equilibrium geometry (ωB97M-V/def2-TZVPD).

Each line ends with the natural charge from an NBO analysis.
Cartesian coordinates (Å):
C  -0.883703  -0.728849  -0.287824  0.2320
N  -0.690929  -0.230871  -1.352199  -0.5777
N  1.094935  0.091705  1.087777  0.2604
F  0.343016  0.923365  1.827984  -0.2400
F  1.585559  0.873337  0.002460  -0.3017
H  -1.477000  -1.375087  0.311602  0.2132
H  0.028121  0.446399  -1.589801  0.4138

Cartesian forces (eV/Å) of the 2 atoms listed first:
2.2 0.9 1.0
-1.0 -0.1 -0.8

Calculated values
E_LUMO (alpha / beta) (eV): 0.310 / -0.317
Energy relative to the best compared isomer or geometry (same formula, charge and spin) (kJ/mol): 583.4
HOMO level (alpha / beta) (eV): -9.674 / -7.673